No. 1
Entry from the OMol25 dataset: one molecule with the formula C16H27N3O3S (ωB97M-V/def2-TZVPD).

```
! RIJCOSX wB97M-V def2-TZVPD def2/J DEFGRID3
* xyz 0 1
C 2.5546 0.8984 -1.9217
C 3.3660 0.2362 -1.1110
C 3.8287 -1.1635 -1.3664
C 3.8712 0.8433 0.1585
S 3.0041 0.1199 1.6208
C 1.5127 0.9819 1.5607
N 0.4624 0.7400 2.2787
N -0.4461 1.6843 1.9555
C 0.0830 2.4519 1.0632
C -0.5325 3.6150 0.3862
C -1.1477 3.2288 -0.9716
C -1.9955 1.9588 -0.9136
C -3.1619 2.0385 0.0692
C -3.7872 0.6594 0.2967
N -2.8620 -0.2424 0.9394
C -2.2006 -1.1957 0.2377
O -2.4862 -1.5392 -0.8871
O -1.2188 -1.7044 1.0020
C -0.3577 -2.7477 0.5012
C 0.6117 -3.0108 1.6542
C 0.3984 -2.2546 -0.7337
C -1.1672 -4.0037 0.1782
O 1.3496 2.0623 0.7604
H 2.1771 0.4561 -2.8273
H 2.2420 1.9082 -1.7157
H 4.9022 -1.1694 -1.5558
H 3.3196 -1.5923 -2.2242
H 3.6421 -1.7856 -0.4919
H 4.9173 0.5937 0.3325
H 3.7338 1.9220 0.1960
H -1.3000 4.0148 1.0476
H 0.2318 4.3792 0.2319
H -1.7545 4.0669 -1.3187
H -0.3438 3.0750 -1.6950
H -2.3806 1.7456 -1.9127
H -1.3567 1.1191 -0.6335
H -2.8092 2.4041 1.0340
H -3.9226 2.7242 -0.3075
H -4.6799 0.7549 0.9226
H -4.0646 0.1981 -0.6541
H -2.4186 0.0695 1.7925
H 1.3628 -3.7358 1.3545
H 1.0974 -2.0835 1.9468
H 0.0689 -3.3930 2.5140
H 0.9351 -1.3378 -0.4988
H -0.2992 -2.0562 -1.5430
H 1.1103 -3.0093 -1.0556
H -0.4967 -4.8082 -0.1120
H -1.7354 -4.3134 1.0524
H -1.8581 -3.8037 -0.6362
*
```

Computed properties:
- SMILES string = C=C(C)CSc1nnc(CCCCCNC(=O)OC(C)(C)C)o1
- total energy (eV) = -38478.5725
- energy above the lowest of the compared OMol25 structures with the same formula, charge and spin (kJ/mol) = 169.6

=====

No. 2
Entry from the OMol25 dataset: C14H12Br2CaNO as an isolated structure (ωB97M-V/def2-TZVPD).

```
! RIJCOSX wB97M-V def2-TZVPD def2/J DEFGRID3
* xyz 1 1
Ca -0.4090 -0.6362 1.8843
Br 0.5238 -2.7106 3.8677
C -0.0709 -1.1105 4.9235
Br 0.6993 0.6306 4.2143
H 0.3017 -1.2708 5.9420
H -1.1751 -1.0205 4.9683
N -1.1924 1.5354 0.6420
C 0.0048 1.9109 -0.1376
C 0.7275 3.1307 0.1586
C 1.5681 3.6316 -0.7749
C 1.9334 2.8594 -1.8631
C 1.2738 1.7305 -2.1497
C 0.3976 1.0781 -1.1682
C -0.0048 -0.3352 -1.3977
C -0.4187 -0.7067 -2.6208
C -0.5848 -2.0857 -2.9483
C -0.4281 -3.0248 -1.9522
C 0.0739 -2.6334 -0.6496
C 0.0465 -1.3127 -0.3546
H -1.5973 2.3367 1.0906
H -1.8400 1.1133 -0.0023
H 0.5461 3.6579 1.0606
H 1.9187 4.6793 -0.7002
H 2.7237 3.2897 -2.5327
H 1.3865 1.1602 -3.0613
H -0.5596 0.0919 -3.3585
H -0.8219 -2.4179 -3.9573
H -0.7991 -4.0708 -1.9833
H 0.4797 -3.4511 -0.0514
O -2.7055 -3.4335 1.2633
C -1.9980 -2.6159 1.6486
*
```

Computed properties:
- total energy (eV) = -176766.3344
- energy above the lowest of the compared OMol25 structures with the same formula, charge and spin (kJ/mol) = 81.5

=====

No. 3
Entry from the OMol25 dataset: a 6-piece molecular cluster, C26H50BCl3N6O11 overall (ωB97M-V/def2-TZVPD).

```
! RIJCOSX wB97M-V def2-TZVPD def2/J DEFGRID3
* xyz 0 1
C 3.4180 1.0163 -1.9214
O 2.5874 -0.0717 -1.5228
B 1.3421 0.2748 -1.0682
O 1.2049 1.2787 -0.1019
C 0.0015 -0.4722 -1.5786
C -1.0957 -0.8564 -0.5144
Cl -2.2037 0.5267 -0.0919
C -0.5803 -1.2824 0.8690
C -1.6889 -2.0468 1.6437
Cl 0.9028 -2.2725 0.9176
O -0.6659 0.6456 -2.2806
C -1.4752 0.1348 -3.2509
O -2.2933 0.7310 -3.8300
O -1.1759 -1.2161 -3.4063
C 0.1235 -1.3338 -2.8917
C 0.8872 -2.6336 -3.0267
C 0.8309 -3.7064 -1.9206
C -0.5520 -4.1227 -1.4329
Cl -1.5130 -4.7581 -2.8146
O 0.9080 -0.3765 -3.7434
C 1.0522 -0.8035 -4.9668
N 1.0054 -1.1873 -6.0502
H 4.3533 1.0534 -1.3692
H 3.6986 0.9522 -2.9761
H 2.9508 1.9961 -1.7853
H 1.5334 0.9183 0.7291
H -1.7698 -1.5732 -0.9843
H -0.4049 -0.3662 1.4328
H -2.0907 -2.8256 0.9819
H -2.4699 -1.3655 1.9609
H -1.2537 -2.5721 2.4870
H 0.5664 -3.1360 -3.9442
H 1.9393 -2.3887 -3.1706
H 1.5305 -3.4450 -1.1291
H 1.2544 -4.6058 -2.3817
H -0.4181 -4.9347 -0.7171
H -1.1183 -3.3560 -0.9146
C -0.0546 5.1498 2.4638
N 0.1694 3.7242 2.5978
C -0.8853 2.8028 2.1979
C 1.3225 3.2267 3.0830
O 1.5670 2.0415 3.2203
H -0.9167 5.4467 3.0646
H -0.2468 5.3966 1.4179
H 0.8187 5.7038 2.8022
H -1.1847 2.1895 3.0499
H -0.5252 2.1443 1.4092
H -1.7431 3.3609 1.8328
H 2.0478 4.0088 3.3612
C 1.0725 -1.6634 7.0550
N 0.4084 -1.2512 5.8370
C 1.0961 -0.3999 4.8742
C -0.8463 -1.6245 5.5321
O -1.4060 -1.2768 4.5048
H 1.3481 -0.7841 7.6424
H 1.9762 -2.2264 6.8119
H 0.4135 -2.2948 7.6482
H 0.5349 0.5195 4.7355
H 1.1579 -0.9119 3.9127
H 2.0971 -0.1634 5.2244
H -1.3199 -2.2697 6.2825
C -5.2871 -4.4468 7.7323
N -4.0178 -4.8453 7.1564
C -3.8853 -6.1716 6.5774
C -2.9513 -4.0251 7.1378
O -1.8665 -4.3091 6.6661
H -5.5516 -5.1224 8.5484
H -6.0676 -4.4857 6.9700
H -5.2245 -3.4325 8.1207
H -3.0983 -6.7229 7.0933
H -3.6120 -6.0891 5.5250
H -4.8255 -6.7091 6.6683
H -3.1523 -3.0427 7.5991
C -3.7166 2.5053 -6.1585
N -4.1732 3.8035 -6.6223
C -5.5550 4.1890 -6.4014
C -3.3559 4.6692 -7.2539
O -3.6866 5.7657 -7.6604
H -4.2980 1.7186 -6.6441
H -3.8488 2.4334 -5.0791
H -2.6645 2.3625 -6.3934
H -6.0413 4.3877 -7.3576
H -5.5939 5.1001 -5.8027
H -6.0816 3.3910 -5.8841
H -2.3291 4.2849 -7.3730
C 7.8928 2.1639 -5.4233
N 7.0538 2.5695 -4.3125
C 6.3731 3.8525 -4.3683
C 6.8816 1.7946 -3.2244
O 6.1891 2.0879 -2.2688
H 8.6977 2.8883 -5.5628
H 7.2976 2.1120 -6.3371
H 8.3285 1.1858 -5.2306
H 6.6869 4.4739 -3.5288
H 5.2950 3.7026 -4.2988
H 6.6103 4.3556 -5.3020
H 7.4366 0.8436 -3.2763
*
```

Computed properties:
- SMILES string = COB(O)[C@@]1([C@H](Cl)[C@@H](C)Cl)OC(=O)O[C@@]1(CCCCl)OC#N.CN(C)C=O.CN(C)C=O.CN(C)C=O.CN(C)C=O.CN(C)C=O
- total energy (eV) = -97480.5755

=====

No. 4
Entry from the OMol25 dataset: a 6-piece molecular cluster, C33H24IO16PS overall (ωB97M-V/def2-TZVPD).

```
! RIJCOSX wB97M-V def2-TZVPD def2/J DEFGRID3
* xyz 0 1
O 7.4645 0.8203 -2.5454
C 6.7934 1.7344 -2.2304
I 7.6353 3.6009 -1.5334
C 5.2829 1.7450 -2.2498
O 4.8417 0.9188 -3.3454
C 3.6379 0.3741 -3.1112
O 3.4923 -0.7760 -2.8395
O 2.5603 1.2027 -3.3673
P 1.6985 1.7733 -2.1294
O 1.7122 0.6633 -1.0020
O 0.2665 1.8718 -2.7366
S 2.2516 3.4867 -1.4286
H 4.9667 2.7542 -2.4267
H 4.8914 1.3663 -1.3201
H 1.4565 1.1304 -0.2040
H -0.2707 1.0854 -2.4882
O 8.7469 6.1767 0.0994
C 9.8426 6.3543 0.5857
C 10.4297 5.3761 1.5340
C 11.6310 5.5717 2.0692
C 12.4353 6.7755 1.7391
O 13.5292 6.9525 2.2248
C 11.8463 7.7535 0.7894
C 10.6449 7.5575 0.2545
H 9.8274 4.5053 1.7599
H 12.0782 4.8718 2.7632
H 12.4479 8.6240 0.5621
H 10.1971 8.2565 -0.4401
O -5.8231 -1.9596 -0.6694
C -4.7330 -1.6201 -1.0691
C -4.2207 -0.2444 -0.8440
C -3.0219 0.1217 -1.2854
C -2.1561 -0.8284 -2.0173
O -1.0566 -0.4910 -2.4265
C -2.6588 -2.1995 -2.2457
C -3.8569 -2.5679 -1.8047
H -4.8713 0.4339 -0.3082
H -2.6314 1.1184 -1.1326
H -2.0051 -2.8744 -2.7835
H -4.2449 -3.5668 -1.9584
O -4.2544 4.2606 -7.0899
C -4.2822 3.9070 -5.9339
C -3.2686 2.9673 -5.3902
C -3.3023 2.5776 -4.1198
C -4.3527 3.0660 -3.1915
O -4.3830 2.7125 -2.0310
C -5.3647 4.0050 -3.7333
C -5.3321 4.3953 -5.0038
H -2.5103 2.6245 -6.0823
H -2.5705 1.8950 -3.7066
H -6.1211 4.3485 -3.0395
H -6.0601 5.0800 -5.4194
O -2.7171 -5.7598 -1.4250
C -2.7354 -6.1001 -0.2614
C -1.7215 -7.0409 0.2768
C -1.7386 -7.4165 1.5519
C -2.7712 -6.9087 2.4895
O -2.7840 -7.2499 3.6524
C -3.7855 -5.9679 1.9515
C -3.7684 -5.5926 0.6762
H -0.9772 -7.3975 -0.4235
H -1.0095 -8.1016 1.9652
H -4.5299 -5.6068 2.6510
H -4.4995 -4.9064 0.2663
O -5.4856 -3.5583 4.2052
C -5.4993 -3.8995 5.3691
C -4.4865 -4.8401 5.9077
C -4.5042 -5.2155 7.1831
C -5.5364 -4.7076 8.1215
O -5.5523 -5.0469 9.2828
C -6.5497 -3.7654 7.5810
C -6.5317 -3.3906 6.3055
H -3.7423 -5.2013 5.2083
H -3.7759 -5.9017 7.5956
H -7.2938 -3.4073 8.2808
H -7.2599 -2.7051 5.8911
*
```

Computed properties:
- SMILES string = O=C(I)COC(=O)OP(O)(O)=S.O=C1C=CC(=O)C=C1.O=C1C=CC(=O)C=C1.O=C1C=CC(=O)C=C1.O=C1C=CC(=O)C=C1.O=C1C=CC(=O)C=C1
- total energy (eV) = -95591.4513

=====

No. 5
Entry from the OMol25 dataset: HN2O3S as an isolated structure (ωB97M-V/def2-TZVPD).

```
! RIJCOSX wB97M-V def2-TZVPD def2/J DEFGRID3
* xyz -1 1
N -1.1281 -0.7237 0.8359
N -0.7707 0.0970 0.0186
O -1.7583 1.4346 -0.4536
O 1.4603 -1.0480 -0.3162
O 1.5671 1.3903 -0.1796
S 0.9699 0.2425 -0.8546
H -0.3401 -1.3927 0.9496
*
```

Computed properties:
- total energy (eV) = -19971.1500
- energy above the lowest of the compared OMol25 structures with the same formula, charge and spin (kJ/mol) = 498.6

=====

No. 6
Entry from the OMol25 dataset: a 2-piece molecular cluster, C2H4N overall (ωB97M-V/def2-TZVPD).

```
! RIJCOSX wB97M-V def2-TZVPD def2/J DEFGRID3
* xyz 1 1
C 0.0632 0.0896 -1.4015
C 0.0835 -0.4562 2.8633
N 0.1027 -0.3410 1.7280
H -0.4602 -0.5487 -2.0781
H 1.2116 0.1384 -1.0844
H -0.4388 0.7392 -0.6248
H -0.1819 -0.1293 3.8469
*
```

Computed properties:
- total energy (eV) = -3616.4048
- energy above the lowest of the compared OMol25 structures with the same formula, charge and spin (kJ/mol) = 301.2

=====

No. 7
Entry from the OMol25 dataset: C29H38IN2O2PtSSeSi3 as an isolated structure (ωB97M-V/def2-TZVPD).

```
! RIJCOSX wB97M-V def2-TZVPD def2/J DEFGRID3
* xyz -1 1
Pt -0.2311 0.5989 -0.5391
C -1.4235 3.7219 1.1649
Si -1.8189 2.0566 0.4227
C -2.8212 1.2343 1.8072
C -3.0531 2.5064 -0.9457
C -4.1729 3.3171 -0.7106
C -5.0174 3.6916 -1.7422
C -4.7595 3.2621 -3.0420
C -3.6630 2.4543 -3.2906
C -2.8032 2.0703 -2.2507
Si -1.2538 1.0792 -2.6017
C -1.7185 -0.4673 -3.5357
C -0.2069 2.1300 -3.7276
H -2.3800 4.2211 1.3532
H -0.8256 4.3542 0.5093
H -0.8945 3.6231 2.1139
H -2.9725 1.9606 2.6107
H -2.2952 0.3726 2.2257
H -3.8085 0.9146 1.4648
H -4.3885 3.6608 0.2968
H -5.8736 4.3252 -1.5415
H -5.4094 3.5653 -3.8545
H -3.4658 2.1277 -4.3081
H -2.1137 -0.1760 -4.5133
H -2.4717 -1.0621 -3.0178
H -0.8367 -1.0954 -3.6923
H -0.6163 2.1079 -4.7439
H 0.8205 1.7689 -3.7548
H -0.2046 3.1645 -3.3755
O 2.6518 -1.8890 -3.1939
S 2.3950 -0.8119 -2.2677
O 2.4284 0.5248 -2.7994
N 1.0158 -1.0213 -1.4822
C 0.5059 -2.2891 -1.2224
C 1.1284 -3.5016 -1.3730
C 0.4624 -4.7145 -1.0840
C -0.8324 -4.7416 -0.6784
C -1.5254 -3.5177 -0.5292
C -2.8834 -3.4608 -0.1457
C -3.5134 -2.2674 -0.0347
C -2.7727 -1.0910 -0.2656
N -1.5088 -1.1064 -0.5863
C -0.8584 -2.3011 -0.7705
C 3.6688 -0.8375 -1.0264
C 4.7934 -0.0496 -1.2500
C 5.7702 0.0419 -0.2711
C 5.6184 -0.6446 0.9263
C 4.4984 -1.4341 1.1376
C 3.5121 -1.5326 0.1641
H 2.1435 -3.5322 -1.7385
H 1.0037 -5.6460 -1.2015
H -1.3441 -5.6742 -0.4759
H -3.4127 -4.3864 0.0515
H -4.5579 -2.1973 0.2356
H -3.2353 -0.1227 -0.1875
H 4.8760 0.5031 -2.1760
H 6.6414 0.6639 -0.4362
H 6.3617 -0.5427 1.7076
H 4.3754 -1.9588 2.0759
H 2.6164 -2.1070 0.3603
C 2.7677 0.7042 3.6670
Si 1.4208 -0.5871 3.7970
C 0.3040 -0.1015 5.2246
C 2.2260 -2.2218 4.2613
Se 0.2226 -0.9295 1.9508
H 3.4231 0.6627 4.5446
H 2.3377 1.7061 3.6057
H 3.3799 0.5543 2.7740
H 0.8368 -0.1123 6.1825
H -0.5403 -0.7919 5.2863
H -0.0957 0.9034 5.0637
H 2.8227 -2.1391 5.1775
H 2.8729 -2.5706 3.4541
H 1.4564 -2.9825 4.4143
I 1.8217 3.4836 1.0212
C 1.4586 1.6924 -0.0598
H 2.0707 0.9375 0.4210
H 1.8708 1.9490 -1.0301
*
```

Computed properties:
- total energy (eV) = -148933.6193
- energy above the lowest of the compared OMol25 structures with the same formula, charge and spin (kJ/mol) = 146.0

=====

No. 8
Entry from the OMol25 dataset: one molecule with the formula C4H9NO2 (ωB97M-V/def2-TZVPD).

```
! RIJCOSX wB97M-V def2-TZVPD def2/J DEFGRID3
* xyz 0 1
N -2.8774 -0.5522 -0.9073
C -1.7663 0.0692 -0.4275
O -1.7908 1.2897 -0.3738
C -0.5455 -0.7185 0.0375
C 0.4125 0.2454 0.7646
C 1.7625 0.4718 0.1151
O 2.6513 -0.5627 0.4762
H -3.5674 0.1495 -1.1704
H -3.0604 -1.5428 -1.0058
H -0.8758 -1.5102 0.7083
H -0.0662 -1.2126 -0.8218
H -0.0741 1.2185 0.6777
H 0.5293 0.0210 1.8470
H 1.6391 0.5065 -0.9787
H 2.1376 1.4672 0.4155
H 3.5358 -0.3161 0.1845
*
```

Computed properties:
- SMILES string = NC(=O)CCCO
- total energy (eV) = -9879.1476
- energy above the lowest of the compared OMol25 structures with the same formula, charge and spin (kJ/mol) = 88.1

=====

| no. | frontier orbital gap (eV) | maximum force (eV/A) |
| --- | --- | --- |
| 1 | 9.33 | 1.7 |
| 2 | 5.80 | 4.2 |
| 3 | 9.34 | 2.0 |
| 4 | 7.22 | 2.5 |
| 5 | 8.81 | 5.8 |
| 6 | 7.63 | 5.0 |
| 7 | 6.71 | 2.2 |
| 8 | 10.81 | 0.8 |